[1]
{"formula": "C43H39CdCl2FN5O4", "method": "ωB97M-V with the def2-TZVPD basis set", "spin_multiplicity": 1, "lumo_energy_ev": 2.15, "energy_ha": -3424.80313, "charge": -1, "symbols": ["Cd", "N", "C", "C", "C", "C", "C", "C", "C", "C", "C", "C", "C", "C", "H", "H", "H", "H", "H", "H", "H", "H", "H", "H", "C", "C", "C", "C", "C", "C", "C", "F", "C", "C", "C", "O", "C", "C", "N", "C", "C", "O", "O", "H", "H", "H", "H", "H", "H", "H", "H", "H", "H", "H", "C", "C", "C", "C", "N", "C", "C", "C", "C", "C", "C", "C", "H", "H", "H", "H", "H", "H", "H", "H", "N", "C", "N", "C", "C", "O", "C", "C", "H", "H", "H", "H", "H", "H", "H", "H", "Cl", "C", "Cl", "H", "H"], "positions_angstrom": [[-0.95, -0.28, 1.39], [1.85, -1.28, 2.49], [1.82, -2.44, 1.73], [2.85, -2.69, 0.83], [2.93, -3.88, 0.13], [1.97, -4.86, 0.33], [0.93, -4.61, 1.22], [0.82, -3.42, 1.92], [-0.35, -3.21, 2.81], [-0.63, -4.16, 3.80], [-1.79, -4.08, 4.55], [-2.69, -3.05, 4.30], [-2.39, -2.10, 3.33], [-1.21, -2.13, 2.57], [2.24, -0.48, 2.02], [1.00, -1.05, 2.97], [3.61, -1.92, 0.69], [3.75, -4.04, -0.56], [2.02, -5.80, -0.21], [0.15, -5.35, 1.35], [0.08, -4.96, 3.97], [-2.00, -4.82, 5.31], [-3.62, -2.98, 4.86], [-3.12, -1.30, 3.16], [-3.39, -0.98, -6.11], [-2.04, -1.63, -5.89], [-1.04, -1.14, -6.93], [0.31, -1.82, -6.73], [0.80, -1.56, -5.33], [2.15, -1.49, -5.05], [2.57, -1.28, -3.74], [3.90, -1.21, -3.52], [1.69, -1.15, -2.70], [0.32, -1.20, -2.98], [-0.61, -1.08, -1.83], [-0.14, -1.06, -0.70], [-2.00, -0.98, -2.19], [-2.35, -1.16, -3.49], [-1.50, -1.36, -4.53], [-0.13, -1.38, -4.29], [-3.15, -0.66, -1.22], [-4.30, -0.79, -1.67], [-2.80, -0.25, -0.09], [-3.64, -1.04, -7.17], [-3.37, 0.07, -5.82], [-4.19, -1.46, -5.56], [-2.14, -2.71, -6.00], [-0.93, -0.06, -6.83], [-1.44, -1.35, -7.92], [1.04, -1.49, -7.46], [0.18, -2.90, -6.87], [2.88, -1.60, -5.83], [2.01, -1.02, -1.68], [-3.40, -1.13, -3.70], [-0.79, -0.35, 6.47], [-1.81, 0.58, 6.59], [-2.05, 1.45, 5.54], [-1.27, 1.37, 4.38], [-0.30, 0.47, 4.27], [-0.07, -0.36, 5.29], [-1.56, 2.26, 3.22], [-2.05, 3.54, 3.48], [-2.40, 4.39, 2.45], [-2.27, 3.95, 1.14], [-1.76, 2.68, 0.89], [-1.37, 1.80, 1.91], [-0.56, -1.06, 7.26], [-2.42, 0.62, 7.49], [-2.87, 2.15, 5.60], [0.73, -1.08, 5.15], [-2.15, 3.89, 4.50], [-2.79, 5.38, 2.66], [-2.57, 4.59, 0.31], [-1.69, 2.35, -0.14], [1.56, 0.98, 0.28], [1.43, 1.98, -0.28], [1.26, 3.12, -0.92], [1.03, 4.37, -0.21], [2.18, 5.32, -0.49], [2.40, 5.47, -1.89], [2.69, 4.24, -2.52], [1.55, 3.25, -2.34], [0.93, 4.16, 0.86], [0.08, 4.81, -0.55], [3.10, 4.94, -0.02], [1.97, 6.31, -0.10], [3.61, 3.82, -2.09], [2.86, 4.45, -3.57], [1.80, 2.27, -2.74], [0.65, 3.62, -2.85], [2.54, 1.96, 3.28], [4.10, 2.12, 4.05], [5.17, 0.74, 3.71], [3.97, 2.18, 5.12], [4.60, 3.01, 3.68]]}

---

[2]
{"formula": "C43H39N7O3PSTa", "method": "ωB97M-V with the def2-TZVPD basis set", "spin_multiplicity": 1, "lumo_energy_ev": -6.30, "energy_ha": -3067.07731, "charge": 2, "symbols": ["Ta", "O", "C", "C", "C", "C", "C", "C", "C", "N", "C", "C", "N", "C", "C", "C", "C", "C", "C", "C", "O", "H", "H", "H", "H", "H", "H", "H", "H", "H", "H", "H", "H", "H", "H", "N", "P", "C", "C", "C", "C", "C", "C", "C", "C", "C", "C", "C", "C", "C", "C", "C", "C", "C", "N", "H", "H", "H", "H", "H", "H", "H", "H", "H", "H", "H", "H", "H", "H", "H", "C", "C", "C", "C", "C", "C", "C", "S", "C", "O", "H", "H", "H", "H", "H", "H", "H", "H", "H", "H", "N", "C", "N", "C", "N"], "positions_angstrom": [[0.46, -0.78, -1.87], [1.62, 0.18, -0.77], [2.89, 0.21, -0.38], [3.23, 0.66, 0.90], [4.55, 0.71, 1.32], [5.57, 0.32, 0.46], [5.27, -0.12, -0.80], [3.94, -0.19, -1.25], [3.69, -0.48, -2.63], [2.52, -0.62, -3.14], [2.33, -0.44, -4.55], [1.69, 0.96, -4.68], [0.61, 1.04, -3.73], [-0.31, 1.90, -3.82], [-1.40, 1.93, -2.84], [-1.74, 3.13, -2.32], [-2.64, 3.33, -1.18], [-3.66, 1.46, -0.79], [-3.06, 0.43, -1.67], [-1.96, 0.62, -2.44], [-1.20, -0.44, -2.72], [2.44, 0.99, 1.56], [4.77, 1.07, 2.31], [6.60, 0.38, 0.79], [6.06, -0.41, -1.48], [4.57, -0.48, -3.28], [1.62, -1.19, -4.92], [3.26, -0.49, -5.13], [1.35, 1.14, -5.71], [2.45, 1.71, -4.43], [-0.30, 2.68, -4.58], [-1.27, 4.02, -2.73], [-2.61, 4.35, -0.82], [-4.42, 1.02, -0.14], [-3.38, -0.59, -1.55], [-1.40, 0.07, 1.10], [-0.88, 1.24, -0.05], [-2.51, 2.24, -0.08], [-4.07, 2.79, -1.46], [-5.13, 3.50, -0.70], [-5.09, 3.76, 0.61], [-4.03, 3.43, 1.53], [-2.90, 2.76, 1.26], [0.20, 2.30, 0.98], [0.28, 2.30, 2.37], [1.20, 3.10, 3.01], [2.06, 3.91, 2.28], [1.99, 3.91, 0.90], [1.07, 3.11, 0.25], [-1.75, -1.22, 0.79], [-2.66, -1.90, 1.62], [-3.03, -3.18, 1.31], [-2.50, -3.78, 0.17], [-1.59, -3.07, -0.58], [-1.21, -1.82, -0.28], [-1.95, 0.44, 1.88], [-4.33, 2.71, -2.52], [-6.00, 3.80, -1.27], [-5.94, 4.27, 1.05], [-4.18, 3.75, 2.55], [-2.19, 2.62, 2.06], [-0.37, 1.66, 2.95], [1.25, 3.10, 4.09], [2.78, 4.52, 2.79], [2.67, 4.53, 0.33], [1.03, 3.09, -0.83], [-3.08, -1.39, 2.47], [-3.74, -3.72, 1.93], [-2.78, -4.78, -0.12], [-1.15, -3.49, -1.47], [-1.24, -1.55, 5.57], [-0.58, -2.05, 4.33], [0.26, -1.23, 3.59], [0.86, -1.68, 2.43], [0.64, -2.98, 2.01], [-0.19, -3.82, 2.73], [-0.80, -3.35, 3.88], [1.46, -3.61, 0.52], [3.11, -3.77, 1.32], [1.63, -2.40, -0.38], [-0.65, -0.77, 6.04], [-1.40, -2.35, 6.28], [-2.22, -1.13, 5.33], [0.46, -0.22, 3.94], [1.49, -1.03, 1.84], [-0.36, -4.83, 2.39], [-1.46, -4.00, 4.44], [3.44, -2.78, 1.62], [3.81, -4.20, 0.61], [3.01, -4.42, 2.18], [0.43, -2.47, -2.90], [0.76, -3.35, -3.63], [1.09, -4.34, -4.24], [1.32, -4.87, -5.40], [1.55, -5.36, -6.41]]}

---

[3]
{"formula": "C43H40BBr5F4N7O6PSSn", "method": "ωB97M-V with the def2-TZVPD basis set", "spin_multiplicity": 1, "lumo_energy_ev": 3.43, "energy_ha": -16745.72879, "charge": -2, "symbols": ["Sn", "F", "C", "C", "F", "C", "F", "C", "P", "C", "C", "C", "C", "C", "C", "C", "C", "C", "C", "C", "C", "C", "Br", "C", "F", "H", "H", "H", "H", "H", "H", "H", "H", "H", "H", "N", "C", "C", "C", "N", "H", "H", "H", "H", "H", "H", "H", "H", "H", "H", "Br", "C", "C", "Br", "C", "Br", "C", "O", "C", "O", "C", "Br", "B", "N", "C", "C", "C", "N", "N", "C", "C", "C", "N", "H", "H", "H", "H", "H", "H", "H", "H", "C", "C", "C", "C", "C", "C", "C", "S", "O", "O", "N", "C", "C", "C", "O", "O", "H", "H", "H", "H", "H", "H", "H", "H", "H", "H", "H", "H"], "positions_angstrom": [[10.66, 16.15, 13.35], [10.98, 18.47, 21.91], [11.23, 17.77, 20.79], [12.37, 17.02, 20.74], [13.26, 17.05, 21.74], [12.70, 16.32, 19.61], [13.84, 15.64, 19.64], [11.87, 16.29, 18.50], [12.11, 15.15, 17.07], [12.53, 13.57, 17.90], [12.00, 13.27, 19.17], [12.27, 12.07, 19.78], [13.03, 11.12, 19.12], [13.52, 11.40, 17.87], [13.35, 12.63, 17.24], [13.77, 15.63, 16.43], [14.98, 15.25, 16.95], [16.16, 15.71, 16.40], [16.09, 16.54, 15.33], [14.89, 16.93, 14.77], [13.72, 16.49, 15.32], [10.68, 17.05, 18.58], [9.33, 16.97, 17.23], [10.38, 17.83, 19.67], [9.23, 18.46, 19.81], [11.33, 13.94, 19.67], [11.91, 11.85, 20.79], [13.22, 10.16, 19.58], [14.12, 10.71, 17.32], [13.78, 12.89, 16.28], [14.97, 14.52, 17.75], [17.11, 15.41, 16.86], [16.97, 16.95, 14.86], [14.93, 17.52, 13.86], [12.77, 16.78, 14.89], [5.74, 14.43, 15.32], [7.07, 13.97, 14.96], [7.54, 12.96, 15.97], [8.85, 12.29, 15.55], [9.83, 13.25, 15.08], [5.04, 13.68, 15.30], [5.41, 15.20, 14.74], [7.71, 14.84, 14.93], [7.21, 13.60, 13.94], [6.76, 12.24, 16.13], [7.73, 13.44, 16.93], [8.59, 11.58, 14.75], [9.27, 11.76, 16.39], [9.56, 13.70, 14.22], [10.67, 12.79, 14.81], [7.22, 16.94, 7.27], [7.92, 16.18, 8.84], [8.15, 14.83, 8.87], [7.70, 13.74, 7.40], [8.76, 14.31, 10.05], [9.12, 12.42, 10.16], [9.17, 15.06, 11.12], [9.74, 14.60, 12.25], [8.92, 16.45, 11.08], [9.31, 17.17, 12.14], [8.30, 16.99, 9.97], [7.94, 18.87, 9.98], [12.23, 18.81, 11.07], [12.31, 19.36, 12.53], [13.03, 20.39, 12.98], [12.89, 20.46, 14.34], [12.03, 19.35, 14.66], [11.73, 18.70, 13.54], [12.77, 17.30, 11.01], [13.74, 16.86, 10.19], [13.75, 15.45, 10.22], [12.72, 15.12, 11.10], [12.12, 16.26, 11.55], [11.09, 18.79, 10.72], [12.95, 19.61, 10.48], [13.55, 21.04, 12.33], [13.40, 21.14, 14.98], [11.77, 18.92, 15.64], [14.29, 17.55, 9.58], [14.36, 14.76, 9.65], [12.37, 14.13, 11.37], [12.94, 7.02, 16.70], [13.77, 7.66, 15.61], [15.16, 7.48, 15.55], [15.92, 8.15, 14.63], [15.31, 9.03, 13.81], [13.92, 9.23, 13.83], [13.14, 8.55, 14.76], [16.35, 9.85, 12.58], [16.03, 9.18, 11.35], [17.69, 9.77, 13.08], [15.94, 11.39, 12.42], [16.06, 12.16, 13.66], [15.23, 13.40, 13.54], [13.72, 13.05, 13.30], [13.50, 12.20, 12.37], [12.88, 13.56, 14.04], [13.57, 6.34, 17.26], [12.10, 6.47, 16.27], [12.52, 7.77, 17.40], [15.65, 6.77, 16.22], [16.98, 7.94, 14.57], [13.54, 9.96, 13.18], [12.08, 8.82, 14.83], [14.95, 11.50, 12.10], [17.11, 12.44, 13.80], [15.76, 11.53, 14.51], [15.58, 14.07, 12.74], [15.27, 13.98, 14.45]]}

---

[4]
{"formula": "C43H40N3O4P2S4Y", "method": "ωB97M-V with the def2-TZVPD basis set", "spin_multiplicity": 1, "lumo_energy_ev": 3.77, "energy_ha": -4441.76060, "charge": -2, "symbols": ["Y", "O", "C", "C", "C", "C", "C", "C", "C", "N", "C", "C", "N", "C", "C", "C", "C", "C", "C", "C", "O", "H", "H", "H", "H", "H", "H", "H", "H", "H", "H", "H", "H", "H", "H", "C", "N", "P", "C", "C", "C", "C", "C", "C", "C", "C", "C", "C", "C", "C", "P", "C", "C", "C", "C", "C", "C", "C", "C", "C", "C", "C", "C", "H", "H", "H", "H", "H", "H", "H", "H", "H", "H", "H", "H", "H", "H", "H", "H", "H", "H", "H", "H", "H", "H", "H", "S", "S", "S", "S", "C", "O", "C", "O", "H", "H", "H"], "positions_angstrom": [[-11.47, -11.18, -16.70], [-12.06, -9.19, -17.22], [-12.97, -8.34, -17.57], [-12.61, -7.16, -18.30], [-13.57, -6.24, -18.60], [-14.89, -6.40, -18.22], [-15.29, -7.50, -17.50], [-14.35, -8.47, -17.21], [-14.79, -9.68, -16.48], [-14.09, -10.63, -16.02], [-14.85, -11.64, -15.26], [-15.78, -12.54, -16.08], [-15.06, -12.92, -17.24], [-14.53, -14.07, -17.21], [-13.51, -14.54, -18.16], [-13.61, -15.87, -18.60], [-12.65, -16.46, -19.42], [-11.56, -15.64, -19.69], [-11.40, -14.35, -19.23], [-12.39, -13.66, -18.52], [-12.33, -12.40, -18.25], [-11.60, -7.05, -18.58], [-13.40, -5.33, -19.14], [-15.56, -5.67, -18.59], [-16.23, -7.69, -17.20], [-15.85, -9.83, -16.44], [-15.44, -11.12, -14.51], [-14.23, -12.33, -14.83], [-16.72, -12.06, -16.36], [-16.07, -13.44, -15.42], [-14.74, -14.76, -16.40], [-14.48, -16.39, -18.21], [-12.87, -17.49, -19.70], [-10.67, -16.03, -20.24], [-10.47, -13.79, -19.44], [-12.91, -10.02, -9.91], [-14.01, -10.61, -10.66], [-15.10, -9.64, -11.55], [-16.15, -8.82, -10.24], [-16.22, -9.17, -8.88], [-17.08, -8.49, -8.04], [-17.86, -7.42, -8.53], [-17.82, -7.11, -9.90], [-17.00, -7.83, -10.69], [-14.16, -8.25, -12.22], [-13.96, -7.06, -11.58], [-13.19, -6.07, -12.09], [-12.59, -6.29, -13.33], [-12.83, -7.47, -14.03], [-13.66, -8.47, -13.47], [-13.45, -11.79, -11.91], [-12.42, -12.92, -10.97], [-11.36, -13.44, -11.69], [-10.68, -14.53, -11.21], [-10.99, -15.01, -9.93], [-12.01, -14.44, -9.20], [-12.72, -13.38, -9.70], [-14.80, -12.99, -11.77], [-14.77, -14.01, -12.75], [-15.70, -14.98, -12.79], [-16.91, -14.86, -11.99], [-16.96, -13.87, -11.05], [-15.91, -12.94, -10.94], [-13.09, -9.12, -9.33], [-12.07, -9.76, -10.58], [-12.53, -10.67, -9.15], [-15.73, -10.10, -8.50], [-17.11, -8.75, -7.00], [-18.50, -6.89, -7.79], [-18.38, -6.23, -10.27], [-16.88, -7.61, -11.79], [-14.41, -6.89, -10.59], [-12.97, -5.14, -11.59], [-12.01, -5.48, -13.73], [-12.45, -7.69, -15.01], [-13.96, -9.35, -13.98], [-11.23, -13.10, -12.68], [-9.94, -15.07, -11.86], [-10.41, -15.89, -9.61], [-12.29, -14.76, -8.26], [-13.55, -12.96, -9.19], [-13.95, -14.09, -13.47], [-15.67, -15.81, -13.48], [-17.86, -15.49, -12.16], [-17.83, -13.69, -10.49], [-15.94, -12.34, -10.09], [-8.80, -11.00, -17.51], [-8.46, -9.96, -15.76], [-9.00, -11.03, -14.11], [-11.04, -10.61, -13.84], [-11.93, -15.57, -14.46], [-12.36, -14.35, -15.11], [-11.32, -13.49, -15.55], [-10.22, -13.87, -15.28], [-12.74, -16.24, -14.59], [-11.73, -15.35, -13.40], [-11.02, -15.92, -14.98]]}

---

[5]
{"formula": "C43H40N5O6PReS3", "method": "ωB97M-V with the def2-TZVPD basis set", "s2": 0.953, "spin_multiplicity": 2, "lumo_energy_ev": [-7.06, -6.62], "energy_ha": -4001.67569, "charge": 2, "symbols": ["Re", "N", "C", "N", "C", "C", "S", "C", "C", "S", "C", "N", "N", "H", "H", "H", "H", "H", "H", "O", "C", "O", "C", "C", "C", "C", "C", "C", "P", "C", "C", "C", "C", "C", "C", "C", "C", "C", "C", "C", "C", "H", "H", "H", "H", "H", "H", "H", "H", "H", "H", "H", "H", "H", "H", "C", "C", "O", "C", "C", "C", "C", "C", "C", "H", "H", "H", "H", "H", "H", "H", "H", "C", "N", "C", "C", "O", "H", "H", "H", "H", "H", "H", "H", "O", "C", "O", "C", "C", "C", "C", "S", "C", "C", "H", "H", "H", "H", "H"], "positions_angstrom": [[0.30, -0.32, -0.26], [1.08, -3.27, 1.82], [2.10, -2.47, 1.49], [2.01, -1.42, 0.68], [3.27, -0.87, 0.47], [4.28, -1.42, 1.16], [3.69, -2.74, 2.09], [3.32, 0.20, -0.50], [4.41, 0.79, -1.01], [3.97, 1.96, -2.19], [2.30, 1.55, -1.97], [2.09, 0.62, -1.02], [1.39, 2.17, -2.71], [0.38, -3.43, 1.09], [1.26, -4.05, 2.43], [5.32, -1.14, 1.17], [5.44, 0.60, -0.77], [1.68, 2.83, -3.41], [0.43, 1.84, -2.70], [-1.90, -3.18, 1.37], [-1.47, -2.07, 1.54], [-1.16, -1.29, 0.48], [-1.24, -1.49, 2.90], [-1.84, -2.17, 3.95], [-1.72, -1.71, 5.25], [-0.99, -0.56, 5.51], [-0.39, 0.12, 4.46], [-0.49, -0.34, 3.15], [0.24, 0.77, 1.89], [-0.78, 2.24, 2.21], [-2.16, 2.06, 2.18], [-3.01, 3.08, 2.58], [-2.48, 4.29, 3.03], [-1.11, 4.47, 3.06], [-0.25, 3.45, 2.66], [1.92, 1.19, 2.43], [2.57, 2.24, 1.79], [3.86, 2.59, 2.16], [4.51, 1.89, 3.17], [3.87, 0.84, 3.80], [2.58, 0.48, 3.44], [-2.42, -3.06, 3.73], [-2.20, -2.24, 6.06], [-0.90, -0.18, 6.52], [0.15, 1.04, 4.68], [-2.58, 1.12, 1.85], [-4.08, 2.93, 2.57], [-3.14, 5.09, 3.34], [-0.70, 5.41, 3.41], [0.81, 3.61, 2.74], [2.07, 2.79, 1.00], [4.35, 3.42, 1.67], [5.51, 2.18, 3.46], [4.37, 0.29, 4.59], [2.09, -0.34, 3.95], [0.52, -0.84, -4.90], [-0.08, -1.34, -3.62], [0.45, -1.01, -2.56], [-1.26, -2.23, -3.68], [-1.51, -2.97, -4.84], [-2.59, -3.83, -4.90], [-3.45, -3.93, -3.81], [-3.23, -3.17, -2.67], [-2.14, -2.33, -2.60], [1.25, -0.07, -4.68], [-0.26, -0.45, -5.56], [1.02, -1.65, -5.43], [-0.85, -2.90, -5.69], [-2.77, -4.42, -5.79], [-4.31, -4.59, -3.87], [-3.91, -3.24, -1.83], [-1.96, -1.76, -1.70], [2.50, -3.53, -2.72], [1.32, -4.36, -2.56], [1.19, -5.51, -3.44], [0.41, -4.11, -1.62], [0.44, -3.15, -0.84], [3.39, -4.09, -2.42], [2.39, -2.64, -2.11], [2.60, -3.24, -3.77], [2.02, -6.20, -3.30], [1.17, -5.19, -4.48], [0.26, -6.04, -3.23], [-0.41, -4.84, -1.58], [-4.86, 6.55, -0.42], [-3.70, 6.17, 0.15], [-3.16, 6.86, 0.97], [-3.10, 4.87, -0.31], [-3.87, 3.77, -0.67], [-3.26, 2.57, -0.98], [-1.87, 2.47, -0.93], [-1.15, 0.96, -1.52], [-1.10, 3.57, -0.59], [-1.71, 4.77, -0.27], [-5.10, 5.98, -1.16], [-4.95, 3.83, -0.68], [-3.86, 1.71, -1.25], [-0.02, 3.49, -0.57], [-1.13, 5.63, 0.03]]}

---

Question: Which formula does entry 4 have?
Answer: C43H40N3O4P2S4Y